1.
Formula: C2HFGdO2
Source: OMol25
Level of theory: ωB97M-V with the def2-TZVPD basis set

```
7
Properties=species:S:1:pos:R:3:mulliken_charge:R:1
C -0.962 0.358 0.879 -0.1772
C -2.094 -0.071 0.247 0.6868
O -2.891 -0.844 -0.082 -0.0469
Gd 1.875 0.179 -0.597 1.9394
F -0.147 1.232 0.080 -0.2759
H -0.923 0.599 1.940 0.3711
O 0.974 -1.231 0.771 -0.4974
```

Values from the calculation:
<S²>: 20.497
Net charge: +2
Max |F| (eV/A): 4.62
HOMO-LUMO gap (alpha / beta) (eV): 8.67 / 6.96
Multiplicity: 9
Electronic energy (eV): -29712.926
HOMO energy (alpha / beta) (eV): -19.4428 / -19.1301

2.
Formula: C2HFLuO
Source: OMol25
Level of theory: ωB97M-V with the def2-TZVPD basis set

```
6
Properties=species:S:1:pos:R:3:mulliken_charge:R:1
H 1.681 1.881 -1.165 0.3939
O 0.753 1.986 -0.832 -0.4154
C 0.012 -0.057 0.382 -1.0124
C 0.588 0.943 -0.058 0.7464
Lu -1.880 -1.472 0.566 1.8439
F -1.154 -3.280 1.105 -0.5564
```

Values from the calculation:
Net charge: +1
Max |F| (eV/A): 4.30
HOMO-LUMO gap (eV): 6.25
Electronic energy (eV): -40465.543
HOMO energy (eV): -13.2543

3.
Formula: C2HFN2O5
Source: OMol25
Level of theory: ωB97M-V with the def2-TZVPD basis set

```
11
Properties=species:S:1:pos:R:3:mulliken_charge:R:1
C -0.760 -0.567 1.045 0.2051
C -0.065 -0.742 -0.200 0.1041
N 1.339 -0.919 -0.296 0.9911
N -0.468 1.837 -0.508 0.8733
O -1.956 -0.384 1.148 -0.4539
O 1.974 -0.699 0.723 -0.5562
O 1.795 -1.247 -1.370 -0.5525
O 0.474 2.403 -0.168 -0.4233
O -1.527 1.853 -0.945 -0.3657
F -0.726 -0.959 -1.343 -0.2001
H -0.080 -0.574 1.913 0.3781
```

Values from the calculation:
Net charge: 0
Max |F| (eV/A): 4.59
HOMO-LUMO gap (alpha / beta) (eV): 9.36 / 6.82
Electronic energy (eV): -18016.186
HOMO energy (alpha / beta) (eV): -10.6917 / -9.8851

What is the formula in the second record? C2HFLuO

max |F| of number 1 (C2HFGdO2)? 4.62 eV/A

The highest net charge belongs to which entry? C2HFGdO2

Among the records above, which one has the lowest electronic energy? C2HFLuO